Formula: C6H10NO
Source: the Open Molecules 2025 dataset
Level of theory: the ωB97M-V functional and the def2-TZVPD basis

Structure (XYZ):
```
18
Properties=species:S:1:pos:R:3:lowdin_charge:R:1
O -1.87 0.55 -1.52 0.01
C -2.48 0.44 -0.30 -0.20
C -1.95 -0.29 0.71 -0.05
C -0.73 -1.14 0.36 -0.14
C 0.64 -0.49 0.25 -0.28
C 1.75 -1.31 0.13 0.36
C 1.83 1.59 -0.13 -0.03
N 0.63 0.83 0.11 0.15
H -3.34 1.08 -0.22 0.14
H -1.21 0.77 -0.76 0.07
H -2.29 -0.49 1.71 0.11
H -0.73 -2.15 0.80 0.14
H -0.96 -1.39 -0.69 0.13
H 1.65 -2.39 0.30 0.13
H 2.70 -1.03 -0.32 0.11
H 1.92 2.14 0.83 0.14
H 1.71 2.28 -0.97 0.12
H 2.72 0.99 -0.29 0.08
```

Calculated values
Charge ... +1
ΔE to the lowest compared entry with this formula, charge and spin ... 565.25 kJ/mol
Total energy ... -364.13195 Ha
Orbital gap ... 4.60 eV

Formula: C6H10NO
Source: the Open Molecules 2025 dataset
Level of theory: the ωB97M-V functional and the def2-TZVPD basis

Structure (XYZ):
```
18
Properties=species:S:1:pos:R:3:lowdin_charge:R:1
C -0.15 -1.32 0.17 -0.10
C 1.22 -1.76 0.07 0.00
C 2.20 0.32 -0.37 0.07
C 2.78 1.54 0.09 0.01
C -2.84 -0.26 -0.27 -0.08
C -1.63 0.59 0.08 -0.25
N -0.38 -0.08 0.11 0.07
O 2.11 -0.85 -0.08 0.13
H -0.89 -2.11 0.27 0.14
H 1.52 -2.79 0.04 0.15
H 3.64 1.79 -0.54 0.13
H 2.08 2.36 -0.07 0.12
H 3.08 1.51 1.14 0.11
H -3.02 -1.03 0.48 0.08
H -2.71 -0.73 -1.24 0.08
H -3.72 0.38 -0.32 0.08
H -1.76 1.06 1.07 0.13
H -1.52 1.41 -0.64 0.13
```

Calculated values
Charge ... +1
ΔE to the lowest compared entry with this formula, charge and spin ... 463.66 kJ/mol
Total energy ... -364.17064 Ha
Orbital gap (alpha / beta) ... 7.92 / 8.18 eV

Formula: C6H10NO
Source: the Open Molecules 2025 dataset
Level of theory: the ωB97M-V functional and the def2-TZVPD basis

Structure (XYZ):
```
18
Properties=species:S:1:pos:R:3:lowdin_charge:R:1
C -0.07 0.89 0.33 -0.01
C -1.50 1.12 0.43 -0.02
C -2.72 -1.34 -0.94 0.07
C 0.91 -0.04 -0.03 -0.06
C -2.87 0.68 0.31 -0.04
C 3.33 -0.62 0.06 -0.06
N 2.21 0.26 0.08 -0.01
O -3.31 -0.41 -0.23 -0.02
H 0.37 1.86 0.66 0.13
H -1.60 2.13 0.68 0.07
H -1.68 -1.41 -1.15 0.07
H -3.51 -2.06 -1.15 0.10
H 0.68 -1.03 -0.13 0.10
H -3.66 1.44 0.55 0.17
H 3.80 -0.62 1.06 0.10
H 3.03 -1.71 -0.04 0.12
H 4.23 -0.38 -0.67 0.14
H 2.35 1.25 0.18 0.16
```

Calculated values
Charge ... +1
ΔE to the lowest compared entry with this formula, charge and spin ... 49.31 kJ/mol
Total energy ... -364.17099 Ha
Orbital gap (alpha / beta) ... 7.30 / 7.72 eV
2S+1 ... 3

Formula: C6H10NO3S
Source: the Open Molecules 2025 dataset
Level of theory: the ωB97M-V functional and the def2-TZVPD basis

Structure (XYZ):
```
21
Properties=species:S:1:pos:R:3:lowdin_charge:R:1
C -0.75 -0.23 -2.52 -0.10
C 0.46 -0.26 -2.03 -0.03
C 0.20 1.67 0.09 -0.53
C -0.13 -0.43 2.30 -0.10
C -0.44 -0.67 0.73 -0.24
C 0.55 0.26 0.00 -0.35
N 1.16 2.40 -0.62 0.15
O 2.08 -1.85 0.05 -0.53
O -0.78 2.08 0.75 0.00
O 3.19 0.52 -0.42 -0.58
S 2.27 -0.40 0.39 0.71
H -0.91 -0.56 -3.49 0.00
H -1.68 0.16 -1.89 0.10
H 1.40 -0.54 -2.62 0.09
H -0.70 -1.21 2.94 0.09
H 0.97 -0.47 2.34 0.01
H -0.58 0.51 2.56 0.04
H -0.18 -1.62 0.30 0.07
H -1.50 -0.47 0.60 0.09
H 2.00 1.81 -0.74 0.04
H 1.15 3.37 -0.69 0.06
```

Calculated values
Charge ... -1
ΔE to the lowest compared entry with this formula, charge and spin ... 190.08 kJ/mol
Total energy ... -913.23202 Ha
Orbital gap ... 7.40 eV

Formula: C6H10NO4PS
Source: the Open Molecules 2025 dataset
Level of theory: the ωB97M-V functional and the def2-TZVPD basis

Structure (XYZ):
```
23
Properties=species:S:1:pos:R:3:lowdin_charge:R:1
C -1.05 -1.13 2.04 -0.21
C -1.96 -0.53 0.96 -0.21
C 0.38 -0.59 1.86 -0.21
C -1.42 -0.70 -0.47 -0.14
C 0.93 -0.66 0.48 -0.15
C -0.05 -0.19 -0.56 -0.36
N 0.34 0.72 -1.36 -0.13
O -0.44 0.99 -3.76 -0.44
O 3.31 1.27 -2.76 -0.20
O 3.03 2.11 -0.49 -0.23
O 1.54 2.90 -2.30 -0.38
P -0.48 1.71 -2.48 0.81
S 2.62 2.07 -1.85 0.62
H -1.44 -1.06 3.06 0.12
H -1.01 -2.14 1.75 0.09
H -2.98 -1.00 1.05 0.12
H -2.07 0.56 1.29 0.13
H 0.27 0.45 2.01 0.09
H 0.97 -0.95 2.85 0.17
H -1.46 -1.77 -0.69 0.13
H -2.17 -0.10 -1.21 0.15
H 1.96 -0.24 0.23 0.13
H 1.16 -1.72 0.35 0.12
```

Calculated values
ΔE to the lowest compared entry with this formula, charge and spin ... 112.67 kJ/mol
Total energy ... -1329.82744 Ha
Orbital gap ... 8.93 eV

Formula: C6H10NOS3
Source: the Open Molecules 2025 dataset
Level of theory: the ωB97M-V functional and the def2-TZVPD basis

Structure (XYZ):
```
21
Properties=species:S:1:pos:R:3:lowdin_charge:R:1
C 2.19 -0.05 -0.45 -0.53
C 0.91 -0.85 -0.52 -0.29
C 4.73 -0.10 0.14 -1.44
C 0.25 0.92 1.19 -0.07
C -0.93 0.93 -0.97 -0.08
C -0.25 0.09 0.03 -0.41
N 1.09 -2.09 0.23 0.02
O 2.55 0.95 -0.93 -0.02
S 3.47 -1.12 0.44 1.08
S 4.90 1.21 -0.88 0.85
S 6.37 0.10 0.35 0.78
H 0.84 -1.09 -1.62 0.19
H -0.70 1.00 1.83 0.13
H 0.70 1.90 1.04 0.09
H 0.90 0.33 1.90 0.10
H -2.00 1.41 -0.67 0.15
H -1.15 0.50 -1.90 0.05
H -0.15 1.71 -1.24 0.10
H -1.02 -0.53 0.36 0.12
H 0.61 -2.16 1.06 0.06
H 0.92 -2.89 -0.35 0.10
```

Calculated values
Charge ... +1
ΔE to the lowest compared entry with this formula, charge and spin ... 69.40 kJ/mol
Total energy ... -1558.84210 Ha
Orbital gap ... 8.34 eV